Formula: C26H21BN7O9SY
Source: the OMol25 dataset
Level of theory: the ωB97M-V functional and the def2-TZVPD basis

As for the total energy: -68725.9273 eV. As for the frontier orbital gap: 6.2 eV. The total charge is -2. The HOMO energy is -2.1 eV.

Geometry (Å):
Y (-0.311, 0.195, 0.674)
O (-4.256, -1.309, -0.611)
C (-3.152, -0.783, -0.523)
O (-2.155, -1.130, 0.197)
C (-2.890, 0.466, -1.357)
C (-3.806, 0.987, -2.253)
C (-3.449, 2.128, -2.960)
C (-2.212, 2.719, -2.746)
C (-1.366, 2.151, -1.809)
N (-1.710, 1.046, -1.155)
C (-0.002, 2.729, -1.448)
O (0.465, 3.575, -2.213)
O (0.499, 2.234, -0.395)
H (-4.756, 0.486, -2.369)
H (-4.140, 2.560, -3.675)
H (-1.878, 3.604, -3.269)
B (0.059, 3.236, 2.761)
N (1.186, 2.150, 2.958)
C (2.204, 2.218, 3.823)
C (3.040, 1.133, 3.624)
C (2.426, 0.424, 2.589)
N (1.322, 1.048, 2.189)
N (-1.372, 2.580, 2.782)
C (-2.405, 2.976, 3.532)
C (-3.530, 2.252, 3.173)
C (-3.074, 1.396, 2.170)
N (-1.781, 1.607, 1.930)
H (0.115, 3.966, 3.736)
H (0.224, 3.826, 1.723)
H (2.254, 3.035, 4.524)
H (3.940, 0.880, 4.158)
H (2.707, -0.520, 2.144)
H (-2.261, 3.750, 4.268)
H (-4.521, 2.315, 3.589)
H (-3.613, 0.631, 1.635)
O (1.419, -5.350, 3.454)
C (1.053, -4.320, 2.937)
C (1.427, -3.812, 1.554)
O (2.101, -4.408, 0.721)
C (0.820, -2.501, 1.448)
C (0.063, -2.168, 2.589)
O (-0.539, -1.064, 2.702)
C (0.131, -3.277, 3.568)
O (-0.416, -3.372, 4.646)
O (0.908, -1.683, 0.447)
N (5.228, 1.059, -5.257)
C (4.413, 0.843, -4.477)
C (3.383, 0.563, -3.487)
C (2.064, 0.420, -3.878)
C (1.123, 0.151, -2.897)
N (1.427, 0.021, -1.609)
C (2.699, 0.162, -1.249)
C (3.715, 0.434, -2.148)
H (1.770, 0.526, -4.913)
H (0.078, 0.030, -3.156)
H (2.916, 0.047, -0.194)
H (4.736, 0.546, -1.810)
C (0.636, -3.586, -3.271)
S (-0.826, -2.730, -2.675)
C (-1.187, -3.808, -1.279)
H (1.351, -3.703, -2.454)
H (1.096, -2.979, -4.054)
H (0.389, -4.565, -3.683)
H (-1.475, -4.805, -1.620)
H (-2.000, -3.359, -0.711)
H (-0.306, -3.873, -0.642)

Atomic partial charges in e from the natural (NBO) method, atoms 1 to 5: 2.053, -0.677, 0.755, -0.804, 0.121